Record 1
A molecular structure, C49H80N6P2STa in a non-equilibrium geometry. Source: the OMol25 dataset; level of theory: wB97M-V/def2-TZVPD.

Calculated values
- Relative energy (zero: lowest compared OMol25 entry of this formula, charge and spin): 52.6 kcal/mol
- HOMO-LUMO gap: 5.64 eV
- Net charge: +3
- HOMO level: -15.9 eV
- E: -91995.6300 eV
- Strongest force on any atom: 0.0883 Eh/bohr
- Lowest unoccupied orbital energy: -10.31 eV

Element x y z (Å)
Ta1 -0.42008 -0.12640 -0.82409
C1 0.60216 6.19872 2.45777
C2 -0.16633 5.92248 1.16874
C3 0.64965 6.39933 -0.04034
C4 -0.58265 4.49218 1.00192
C5 -0.07319 3.44937 1.76596
C6 -0.63160 2.18225 1.76095
C7 -0.11869 1.19193 2.76745
C8 -0.53877 1.60564 4.18046
C9 1.40294 1.04120 2.69982
C10 -1.76338 1.87039 0.93922
C11 -2.19729 2.92500 0.05703
C12 -1.58909 4.16307 0.09107
C13 -3.34293 2.76363 -0.91346
C14 -2.84387 3.06089 -2.33507
C15 -4.52486 3.69922 -0.62999
C16 -2.83480 0.92418 1.46661
C17 -3.87460 1.67933 2.03288
C18 -5.03988 1.13263 2.53281
C19 -5.20738 -0.23977 2.50598
C20 -4.17203 -1.02038 2.03607
C21 -2.97675 -0.48944 1.52988
P1 -1.81012 -1.85068 1.03634
C22 -1.12772 -2.79778 2.62328
C23 -0.34017 -4.02619 2.16744
C24 -0.15799 -1.92322 3.40469
C25 -2.26774 -3.14379 3.57368
C26 -2.74006 -3.19662 -0.02549
C27 -3.42408 -4.33259 0.74341
C28 -3.81952 -2.53667 -0.88046
C29 -1.67040 -3.78603 -0.95902
H1 0.70659 7.27247 2.58042
H2 1.60362 5.77178 2.42788
H3 0.07412 5.81307 3.32644
H4 -1.09563 6.50811 1.19124
H5 1.60781 5.88860 -0.07014
H6 0.83354 7.46391 0.04736
H7 0.12266 6.22550 -0.97395
H8 0.72747 3.65611 2.45424
H9 -0.58411 0.23073 2.52486
H10 -0.13099 2.57998 4.43381
H11 -0.16449 0.89153 4.90939
H12 -1.61987 1.65143 4.26763
H13 1.90345 1.99860 2.80167
H14 1.70354 0.58861 1.75177
H15 1.74229 0.42008 3.52278
H16 -1.96882 4.94587 -0.54647
H17 -3.70370 1.73521 -0.84476
H18 -2.63837 4.12199 -2.45162
H19 -3.60749 2.79552 -3.06237
H20 -1.92381 2.51755 -2.56642
H21 -4.22857 4.74252 -0.70731
H22 -4.94654 3.53281 0.35490
H23 -5.30343 3.51749 -1.36455
H24 -3.75381 2.75297 2.07892
H25 -5.80707 1.77098 2.93920
H26 -6.11197 -0.69794 2.86814
H27 -4.28792 -2.09244 2.05767
H28 0.46162 -3.74767 1.48577
H29 -0.94073 -4.80551 1.71225
H30 0.11862 -4.47366 3.04804
H31 0.60811 -1.49679 2.76564
H32 0.34075 -2.54699 4.14537
H33 -0.68267 -1.15161 3.96016
H34 -3.00536 -3.82576 3.17294
H35 -2.76672 -2.24504 3.93087
H36 -1.82788 -3.63218 4.44228
H37 -4.29551 -3.98757 1.29376
H38 -2.77067 -4.88409 1.40658
H39 -3.79035 -5.05209 0.01230
H40 -4.43584 -1.84600 -0.31152
H41 -4.48288 -3.30328 -1.27596
H42 -3.37604 -2.02818 -1.72687
H43 -0.88441 -4.30323 -0.41658
H44 -1.20982 -3.01722 -1.59059
H45 -2.14213 -4.51502 -1.61658
C30 -4.19988 -0.62221 -6.32362
C31 -3.69615 -0.34744 -4.96852
C32 -4.55083 -0.18128 -3.86578
C33 -3.98154 -0.00730 -2.62820
N1 -2.64820 0.00316 -2.44447
C34 -1.92671 -0.11505 -3.56905
S1 -0.19681 -0.06257 -3.33271
N2 -2.38003 -0.28343 -4.78100
H46 -5.23215 -0.30570 -6.43642
H47 -4.15097 -1.69924 -6.50177
H48 -3.56855 -0.15578 -7.07500
H49 -5.62031 -0.21391 -3.98240
H50 -4.59123 0.10135 -1.74284
N3 1.33084 -0.64288 -0.50361
P2 2.91440 -0.75668 -0.86599
N4 3.07354 -1.68451 -2.23579
C35 2.05600 -2.58189 -2.74442
C36 2.42259 -4.04970 -2.51290
C37 3.79247 -4.34668 -3.11385
C38 4.82218 -3.39859 -2.50963
C39 4.40672 -1.95028 -2.76672
N5 3.73367 -1.32619 0.46517
C40 3.14185 -2.46384 1.15187
C41 3.40113 -2.36449 2.65554
C42 4.90123 -2.27306 2.92123
C43 5.48803 -1.10301 2.13796
C44 5.17962 -1.26217 0.64716
N6 3.62018 0.69145 -1.23556
C45 3.85394 1.68185 -0.19660
C46 2.77230 2.76046 -0.19780
C47 2.70521 3.42413 -1.56680
C48 2.43059 2.36537 -2.62574
C49 3.48907 1.26605 -2.56571
H51 1.94590 -2.40374 -3.81920
H52 1.11257 -2.33910 -2.24420
H53 1.66319 -4.68420 -2.96940
H54 2.44630 -4.24901 -1.43903
H55 3.75792 -4.21674 -4.19529
H56 4.06817 -5.38274 -2.91247
H57 5.80594 -3.57123 -2.94484
H58 4.88444 -3.57445 -1.43339
H59 4.39203 -1.77083 -3.84733
H60 5.11666 -1.25382 -2.31547
H61 3.57567 -3.40286 0.78298
H62 2.06916 -2.45071 0.92705
H63 2.97783 -3.23869 3.15042
H64 2.91561 -1.46933 3.04597
H65 5.38947 -3.20435 2.62998
H66 5.07624 -2.13046 3.98764
H67 6.56708 -1.06150 2.27773
H68 5.06078 -0.16689 2.50159
H69 5.64631 -2.19081 0.29577
H70 5.58846 -0.42956 0.07514
H71 4.82467 2.15057 -0.38780
H72 3.89521 1.17652 0.76859
H73 2.99755 3.49418 0.57585
H74 1.80111 2.29450 0.02619
H75 3.65493 3.91698 -1.77406
H76 1.92323 4.18380 -1.58762
H77 2.44158 2.81118 -3.61855
H78 1.43870 1.92951 -2.45180
H79 4.45906 1.69126 -2.84019
H80 3.24665 0.47351 -3.27441

Atom charges from the Mulliken analysis, given in e for atoms 1 to 6: Ta -0.21; C -1.74; C 0.23; C -1.38; C -0.88; C -0.30

***

Record 2
10 unconnected molecules or ions with the total composition C49H80N7O21 in a non-equilibrium geometry. Source: the OMol25 dataset; level of theory: wB97M-V/def2-TZVPD.

Calculated values
- HOMO-LUMO gap: 3.19 eV
- Net charge: +1
- HOMO level: -7.7 eV
- E: -105527.2644 eV
- Strongest force on any atom: 0.1263 Eh/bohr
- Lowest unoccupied orbital energy: -4.49 eV

Element x y z (Å)
C1 -0.41755 0.59332 0.65823
N1 -0.55060 -0.53193 -0.37751
C2 0.51821 -0.40557 -1.46031
C3 -0.34122 -1.82125 0.41039
C4 -1.99381 -0.52132 -0.94966
C5 -2.55565 0.79202 -1.62451
O1 -2.28539 0.74404 -2.98356
H1 0.60747 0.50649 1.09617
H2 -1.18783 0.61717 1.40871
H3 -0.37020 1.52441 0.11036
H4 0.32179 0.50015 -2.03103
H5 0.54330 -1.23544 -2.17447
H6 1.49611 -0.43537 -1.04557
H7 -0.59200 -2.72209 -0.19837
H8 -1.04549 -1.78636 1.26244
H9 0.67778 -1.88689 0.71406
H10 -2.62012 -0.67923 -0.04565
H11 -1.99364 -1.37628 -1.62127
H12 -2.22290 1.73726 -1.23574
H13 -3.62046 0.73655 -1.36135
H14 -2.98126 0.18928 -3.31946
C6 -6.27925 -3.99882 -0.62052
N2 -5.11349 -4.43381 -1.47571
C7 -5.04906 -5.94894 -1.61098
C8 -5.26006 -3.85037 -2.82612
C9 -3.79187 -3.91111 -0.95891
C10 -3.32784 -4.68054 0.22966
O2 -4.02227 -4.65056 1.43881
H15 -6.02603 -2.97485 -0.34432
H16 -6.31965 -4.60569 0.25901
H17 -7.18108 -4.04929 -1.26026
H18 -5.74319 -6.26578 -2.38033
H19 -5.32785 -6.31979 -0.62962
H20 -4.04224 -6.22631 -1.87268
H21 -6.29893 -3.85920 -3.14882
H22 -4.63210 -4.37218 -3.52024
H23 -5.10217 -2.73991 -2.83907
H24 -3.97326 -2.84762 -0.72976
H25 -3.10698 -4.09122 -1.76067
H26 -2.27637 -4.31864 0.44286
H27 -3.24597 -5.71092 -0.07502
H28 -4.20319 -3.69527 1.72173
C11 1.54682 -2.90409 -4.80312
N3 0.40129 -2.21962 -5.46371
C12 0.42436 -1.90528 -6.79904
C13 -0.58852 -1.27812 -7.44138
C14 -1.70019 -0.89864 -6.67395
C15 -1.75800 -1.10192 -5.29539
C16 -0.69549 -1.84990 -4.73230
C17 -2.86451 -0.24347 -7.31874
C18 -3.39362 -0.77451 -8.52566
C19 -4.66008 -0.49245 -8.96715
N4 -5.41409 0.45744 -8.31151
C20 -4.93514 0.94426 -7.13958
C21 -3.66228 0.65419 -6.62534
C22 -6.83220 0.64416 -8.66974
H29 2.10532 -2.10834 -4.41368
H30 2.05631 -3.43746 -5.61855
H31 1.13696 -3.56328 -3.98098
H32 1.26072 -2.28883 -7.33488
H33 -0.54204 -1.05309 -8.50564
H34 -2.53436 -0.86421 -4.62302
H35 -0.88987 -2.30822 -3.73748
H36 -2.74822 -1.44095 -9.05116
H37 -5.08103 -0.94179 -9.88467
H38 -5.66470 1.52905 -6.59445
H39 -3.46488 1.02775 -5.65758
H40 -7.13292 1.71515 -8.71606
H41 -7.44974 0.00965 -8.06625
H42 -6.85337 0.25378 -9.68985
C23 8.36640 1.25613 3.43263
N5 7.55784 1.91777 2.37921
C24 7.61033 3.33836 2.27627
C25 6.60820 3.96859 1.68507
C26 5.37515 3.41122 1.22743
C27 5.32321 1.99199 1.47089
C28 6.40808 1.31697 2.00417
C29 4.19974 4.24757 0.94306
C30 4.19009 5.72502 1.01561
C31 3.21682 6.38811 0.40541
N6 2.27055 5.76087 -0.46306
C32 1.93998 4.40114 -0.20065
C33 3.08920 3.46200 0.30708
C34 1.13339 6.58508 -0.91581
H43 9.42365 1.49049 3.27840
H44 8.33827 0.15537 3.27346
H45 8.00805 1.53227 4.41167
H46 8.51588 3.78135 2.62636
H47 6.86777 5.06674 1.49929
H48 4.48703 1.35414 1.18436
H49 6.34654 0.30256 2.34166
H50 4.82371 6.29117 1.69645
H51 3.01782 7.45907 0.48608
H52 1.39077 3.95645 -1.11028
H53 3.47153 2.62252 -0.29824
H54 0.76719 6.27724 -1.91499
H55 1.52594 7.57959 -1.02766
H56 0.36985 6.49339 -0.15984
C35 3.46913 2.01435 5.02960
C36 2.94067 1.45274 6.33852
C37 1.79615 0.36733 6.20506
C38 2.38711 -0.93505 5.85960
C39 3.31858 -1.51631 6.86835
C40 4.52186 -0.61386 7.04317
N7 4.08414 0.90886 7.17255
O3 4.63123 1.62073 7.90303
C41 5.37228 -0.82070 5.77904
C42 5.23850 -0.93958 8.36426
C43 2.25403 2.63477 7.13662
H57 2.71995 2.72158 4.69309
H58 3.75525 1.21479 4.34120
H59 4.38330 2.46541 5.30074
H60 1.10359 0.66469 5.39520
H61 1.31246 0.40954 7.17843
H62 2.86785 -0.74335 4.88839
H63 1.51751 -1.59781 5.65607
H64 3.75638 -2.50941 6.57732
H65 2.79275 -1.51063 7.84648
H66 4.82622 -1.08569 4.87424
H67 6.09003 -1.59496 6.05951
H68 6.13654 -0.00402 5.59128
H69 6.24528 -0.48347 8.44283
H70 5.22660 -2.04270 8.42925
H71 4.59245 -0.58348 9.20290
H72 1.17976 2.67388 6.93733
H73 2.80588 3.57302 6.83711
H74 2.32348 2.57987 8.23558
O4 0.68334 3.34428 2.75887
C44 1.25710 3.43229 1.67147
O5 0.96702 4.42402 0.80942
O6 2.25838 2.71754 1.39309
H75 -0.97845 4.48368 2.86427
O7 2.11951 -1.18466 2.43402
C45 3.32540 -0.72680 1.88881
O8 4.41765 -1.03884 2.48328
O9 3.05768 -0.08978 0.85087
H76 2.42785 -1.64907 3.24336
O10 0.48729 -4.56629 -1.53635
C46 -0.60905 -4.57428 -2.37547
O11 -0.70940 -5.57893 -2.97019
O12 -1.29658 -3.56946 -2.50645
H77 0.71379 -5.45719 -1.69329
O13 -6.22279 0.16256 -2.83960
C47 -5.57081 -0.23665 -3.91056
O14 -4.34884 -0.53463 -3.93582
O15 -6.28812 -0.34394 -4.90249
H78 -5.63476 0.00258 -2.06359
O16 -3.59684 4.46160 1.18113
C48 -2.76878 3.97134 2.05926
O17 -1.82335 4.83203 2.35014
O18 -2.74416 2.83688 2.53339
H79 -4.47369 4.07755 1.24440
O19 -4.36959 0.54954 1.26634
C49 -4.59338 -0.83932 1.06195
O20 -5.05562 -1.04970 -0.06061
O21 -4.11263 -1.58655 1.95831
H80 -3.94032 0.72717 2.07129

Atom charges from the Mulliken analysis, given in e for atoms 1 to 6: C -1.04; N 1.82; C -0.16; C 0.25; C 1.82; C -0.74

***

Record 3
8 unconnected molecules or ions with the total composition C49H81N3O15P in a non-equilibrium geometry. Source: the OMol25 dataset; level of theory: wB97M-V/def2-TZVPD.

Calculated values
- HOMO-LUMO gap: 5.74 eV
- Net charge: -1
- HOMO level: -4.4 eV
- E: -96583.4827 eV
- Strongest force on any atom: 0.1543 Eh/bohr
- Lowest unoccupied orbital energy: 1.36 eV

Element x y z (Å)
C1 3.13334 -1.98642 0.06637
C2 2.12315 -0.70516 -0.19072
C3 0.55239 -1.20979 0.05945
C4 -0.21988 -1.57565 -1.37869
C5 -0.83300 -0.14097 -1.98920
C6 -2.09770 0.29292 -1.06624
P1 -3.76282 0.61708 -1.91660
C7 -3.60498 -0.89516 -3.12477
C8 -5.09541 -1.59759 -3.42554
C9 -5.64219 -2.50255 -2.16255
C10 -6.86292 -1.81568 -1.30418
N1 -7.79664 -2.85332 -0.66995
C11 -8.86169 -3.30946 -1.67403
C12 -8.49809 -2.30647 0.55271
C13 -8.46633 -3.02957 2.06067
O1 -9.22418 -1.16977 0.48151
C14 -3.06377 1.86275 -3.17953
C15 -2.48936 3.27045 -2.64731
C16 -1.27798 3.56494 -1.56853
N2 -3.00884 4.45904 -3.18272
C17 -4.32937 1.98745 -0.66239
C18 -3.88254 2.09457 0.91699
C19 -4.61201 3.34059 1.69373
C20 -5.67880 4.37632 1.03036
N3 -6.05656 4.23620 -0.40668
C21 -5.42919 3.10862 -1.14134
H1 4.03718 -1.70042 0.77851
H2 3.51699 -2.35051 -0.99414
H3 2.59851 -2.91135 0.55809
H4 2.42692 0.12272 0.61330
H5 2.29789 -0.24854 -1.25358
H6 0.03387 -0.30518 0.62557
H7 0.55609 -2.10859 0.80973
H8 0.66184 -1.90131 -2.10864
H9 -1.04469 -2.39606 -1.25254
H10 0.06448 0.62812 -1.80949
H11 -0.97060 -0.19347 -3.13607
H12 -2.28611 -0.62838 -0.32565
H13 -1.68725 1.13618 -0.36626
H14 -5.08625 0.78820 -2.50931
H15 -4.38105 -0.31799 -0.99521
H16 -3.14888 -0.58139 -4.16331
H17 -2.99101 -1.77528 -2.59985
H18 -5.91796 -0.81940 -3.71866
H19 -4.98881 -2.32519 -4.36475
H20 -6.03458 -3.52526 -2.59277
H21 -4.78049 -2.74598 -1.40369
H22 -7.57082 -1.12703 -1.96131
H23 -6.49898 -1.13850 -0.40094
H24 -9.17606 -4.44430 -1.49209
H25 -8.39218 -3.29364 -2.76419
H26 -9.82121 -2.60952 -1.63997
H27 -8.03530 -4.12106 1.99246
H28 -9.52647 -3.06991 2.55998
H29 -7.73276 -2.40194 2.75760
H30 -2.22849 1.40001 -3.89713
H31 -3.96821 2.10058 -3.92412
H32 -1.67431 3.99150 -0.52601
H33 -0.65382 4.47052 -2.03559
H34 -0.52259 2.68732 -1.42546
H35 -3.74230 4.25827 -3.88983
H36 -3.13329 1.31858 1.36743
H37 -4.37852 3.48158 2.85342
H38 -6.15226 5.21694 1.69122
H39 -5.76814 2.99350 -2.28254
O2 -7.19974 -5.33355 -3.50805
C22 -8.15829 -5.79707 -4.10343
O3 -9.23053 -5.06436 -4.52489
C23 -10.20714 -5.94203 -5.08319
C24 -9.44881 -7.18305 -5.47526
C25 -8.35683 -7.24456 -4.43738
H40 -10.97028 -6.14359 -4.32414
H41 -10.68205 -5.46465 -5.94528
H42 -10.07496 -8.07870 -5.50525
H43 -9.00399 -7.04770 -6.46865
H44 -8.67914 -7.77776 -3.53870
H45 -7.44272 -7.68475 -4.84242
O4 0.01588 -3.84475 -3.18462
C26 0.10896 -3.35843 -4.29952
O5 0.29829 -2.02895 -4.54611
C27 0.25003 -1.80228 -5.95398
C28 0.56383 -3.13479 -6.58236
C29 -0.01226 -4.11215 -5.58925
H46 -0.75121 -1.44454 -6.21608
H47 0.98286 -1.03841 -6.22981
H48 0.15437 -3.24254 -7.59027
H49 1.65064 -3.26994 -6.64237
H50 -1.06834 -4.31698 -5.78563
H51 0.56355 -5.04003 -5.55931
O6 4.01433 -0.06138 2.90926
C30 4.37881 1.09490 2.77370
O7 3.57498 2.10955 2.33949
C31 4.35449 3.29601 2.19643
C32 5.55569 3.09192 3.08208
C33 5.76946 1.60110 3.01034
H52 4.62942 3.40837 1.14241
H53 3.76413 4.16431 2.50329
H54 6.42595 3.67437 2.76814
H55 5.31028 3.37852 4.11196
H56 6.40091 1.32087 2.16267
H57 6.17815 1.20901 3.94450
O8 0.09634 9.18591 -0.29399
C34 -0.72940 8.62209 -0.99288
O9 -0.42061 7.80581 -2.04289
C35 -1.62465 7.40992 -2.69813
C36 -2.71247 7.58484 -1.67100
C37 -2.21630 8.75546 -0.86052
H58 -1.77276 8.05063 -3.57375
H59 -1.53965 6.37088 -3.02949
H60 -3.69963 7.74531 -2.11250
H61 -2.76758 6.69396 -1.03358
H62 -2.52925 9.71056 -1.29139
H63 -2.52744 8.68087 0.18401
O10 8.06764 3.81707 4.44954
C38 8.95432 3.01484 4.69125
O11 10.16411 2.99081 4.05879
C39 10.90715 1.86025 4.51211
C40 10.31168 1.50288 5.84876
C41 8.86489 1.89266 5.68063
H64 10.79794 1.05382 3.77938
H65 11.96570 2.12356 4.59431
H66 10.45362 0.45244 6.11627
H67 10.76843 2.11690 6.63449
H68 8.27248 1.08145 5.24841
H69 8.42863 2.23171 6.62304
O12 11.87682 2.76722 8.74220
C42 10.75584 3.10140 9.08845
O13 9.75996 3.46318 8.22733
C43 8.62615 3.89571 8.97779
C44 8.78586 3.26739 10.33743
C45 10.28349 3.22060 10.50579
H70 8.63324 4.98986 9.02204
H71 7.70833 3.56695 8.48167
H72 8.27350 3.81959 11.12972
H73 8.38586 2.24621 10.32352
H74 10.67378 4.14715 10.93589
H75 10.59374 2.35714 11.09874
O14 6.05861 -7.60443 -1.62465
C46 5.98486 -6.69172 -0.81861
O15 7.02213 -5.86510 -0.49465
C47 6.61292 -4.98947 0.55493
C48 5.10872 -4.95730 0.48234
C49 4.77215 -6.34198 -0.01041
H76 6.97466 -5.39222 1.50683
H77 7.05015 -3.99877 0.40015
H78 4.63700 -4.70548 1.43586
H79 4.78888 -4.21567 -0.25975
H80 4.67398 -7.05439 0.81339
H81 3.87253 -6.33961 -0.63016

Atom charges from the Mulliken analysis, given in e for atoms 1 to 6: C -0.83; C 0.22; C -0.82; C 0.11; C 0.40; C -1.57